# 1
Formula: C5H14N
Source: OMol25
Level of theory: ωB97M-V/def2-TZVPD

```
20
Properties=species:S:1:pos:R:3:lowdin_charge:R:1
N -0.258 -1.699 -0.983 0.172
C -1.419 -2.238 -1.084 0.178
C 2.117 0.424 1.159 -0.090
C -0.288 0.747 0.635 -0.295
C -1.480 1.291 -0.234 -0.082
C 1.098 0.805 0.036 -0.287
H -2.471 1.135 0.171 0.073
H -1.376 2.346 -0.483 0.083
H 1.257 1.800 -0.368 0.118
H 3.217 0.582 0.919 0.101
H -0.445 -0.279 1.010 0.095
H -0.146 -0.680 -1.029 0.063
H 0.506 -2.143 -0.429 0.183
H 2.032 -0.619 1.497 0.071
H -2.297 -1.576 -1.302 0.143
H -1.522 -3.315 -0.978 0.127
H -0.226 1.375 1.559 0.129
H -1.475 0.837 -1.246 0.060
H 1.264 0.128 -0.838 0.092
H 1.911 1.080 1.990 0.066
```

Summary:
Charge: +1
ΔE to the lowest compared entry with this formula, charge and spin in kcal per mole: 41.6
Gap between HOMO and LUMO in eV: 9.563
HOMO level in eV: -15.30

# 2
Formula: C6H14NO
Source: OMol25
Level of theory: ωB97M-V/def2-TZVPD

```
22
Properties=species:S:1:pos:R:3:lowdin_charge:R:1
O 0.798 0.326 1.469 -0.357
N -1.323 -1.924 -1.034 -0.025
C 2.137 2.643 0.398 -0.158
C 2.694 1.223 0.263 -0.294
C -1.820 -1.791 -2.180 -0.098
C -2.253 -1.845 0.085 -0.325
C 1.556 0.173 0.366 -0.550
C -2.038 -0.563 0.882 -0.109
H 0.973 0.242 -0.594 0.075
H 2.062 -0.828 0.298 0.074
H -3.296 -1.915 -0.269 0.083
H -2.372 0.307 0.309 0.064
H 1.603 2.960 -0.502 0.054
H -2.629 -0.593 1.802 0.058
H -1.168 -1.821 -3.048 0.052
H -2.058 -2.712 0.719 0.098
H 1.433 2.611 1.231 0.050
H 3.380 1.036 1.095 0.084
H -0.961 -0.391 1.141 0.041
H 3.242 1.130 -0.685 0.078
H -2.892 -1.635 -2.351 0.060
H 2.934 3.366 0.605 0.044
```

Summary:
Charge: -1
ΔE to the lowest compared entry with this formula, charge and spin in kcal per mole: 29.3
Gap between HOMO and LUMO in eV: 6.077
HOMO level in eV: -2.37

# 3
Formula: C3H5NOS
Source: OMol25
Level of theory: ωB97M-V/def2-TZVPD

```
11
Properties=species:S:1:pos:R:3:lowdin_charge:R:1
S 2.533 -0.888 0.006 0.665
O -1.815 -1.619 0.024 0.067
N -0.025 -0.169 -0.034 -0.189
C 0.316 1.230 0.009 -0.083
C 0.921 -1.128 -0.014 -0.663
C -1.372 -0.507 0.007 -0.293
H 0.798 1.533 -0.914 0.094
H -2.104 0.366 -0.130 0.157
H 0.481 -2.121 -0.012 0.074
H -0.583 1.835 0.137 0.083
H 0.851 1.467 0.922 0.089
```

Summary:
ΔE to the lowest compared entry with this formula, charge and spin in kcal per mole: 18.5
Gap between HOMO and LUMO in eV: 8.668
HOMO level in eV: -8.89
Structure (SMILES): CN(C=O)C=S